(1)
DFT (the ωB97M-V functional and the def2-TZVPD basis) results for an isolated molecule of C3H2N2.

Highest occupied orbital energy: -8.485 eV
Net charge: 0
Energy above the lowest of the compared OMol25 structures with the same formula, charge and spin: 261.6 kJ/mol
HOMO-LUMO gap: 8.806 eV

Each line ends with the natural charge from an NBO analysis.
Atoms and positions in Å:
C 0.951 0.720 0.281  -0.329
C -0.662 -1.055 0.231  0.151
C 2.155 0.107 0.071  0.229
N 3.121 -0.506 -0.069  -0.338
N -0.008 -0.126 0.064  -0.180
H 0.603 1.676 0.010  0.233
H -1.154 -1.900 -0.209  0.234

(2)
DFT (the ωB97M-V functional and the def2-TZVPD basis) results for an isolated molecule of C5H8O.

Highest occupied orbital energy: -9.655 eV
Net charge: 0
Energy above the lowest of the compared OMol25 structures with the same formula, charge and spin: 199.3 kJ/mol
HOMO-LUMO gap: 10.553 eV
Structure (SMILES): CCC#CCO

Each line ends with the natural charge from an NBO analysis.
Atoms and positions in Å:
C 1.080 -0.118 -1.956  -0.588
C 0.744 1.113 -1.103  -0.472
C -0.079 0.732 0.049  0.007
C -0.713 0.325 0.991  -0.064
C -1.391 -0.361 2.099  -0.129
O -0.722 -1.561 2.442  -0.699
H 0.169 -0.557 -2.375  0.210
H 1.747 0.148 -2.782  0.210
H 1.572 -0.883 -1.347  0.210
H 1.668 1.585 -0.749  0.228
H 0.222 1.861 -1.712  0.229
H -2.440 -0.554 1.830  0.184
H -1.396 0.255 3.002  0.204
H -0.463 -1.985 1.613  0.469

(3)
DFT (the ωB97M-V functional and the def2-TZVPD basis) results for a structure of composition C20H12F5N2O2S3SeSnTe.

Highest occupied orbital energy (alpha / beta): -10.585 / -10.584 eV
Net charge: +1
Energy above the lowest of the compared OMol25 structures with the same formula, charge and spin: 238.4 kJ/mol
HOMO-LUMO gap (alpha / beta): 4.700 / 4.668 eV

Each line ends with the natural charge from an NBO analysis.
Atoms and positions in Å:
Sn 1.945 -0.353 -0.905  1.196
O -3.003 -1.287 -3.610  -0.661
C -2.091 -2.027 -4.243  0.370
C -2.559 -2.915 -5.218  -0.278
C -1.688 -3.730 -5.903  -0.141
C -0.315 -3.674 -5.653  -0.260
C 0.160 -2.800 -4.706  -0.145
C -0.704 -1.970 -3.974  -0.204
C -0.118 -1.119 -2.938  0.606
O 1.158 -1.140 -2.757  -0.829
N -0.920 -0.357 -2.208  -0.501
N -0.280 0.450 -1.299  -0.480
C -1.052 1.275 -0.662  -0.074
S -2.751 1.373 -1.009  0.378
C -3.120 2.438 0.424  -0.537
C -1.941 3.359 0.629  -0.514
S -0.432 2.338 0.560  0.313
H -2.545 -0.748 -2.937  0.507
H -3.623 -2.927 -5.410  0.234
H -2.072 -4.420 -6.642  0.224
H 0.365 -4.312 -6.200  0.224
H 1.220 -2.735 -4.504  0.228
H -3.299 1.795 1.283  0.234
H -4.029 2.993 0.196  0.258
H -1.958 3.845 1.603  0.252
H -1.872 4.114 -0.152  0.240
Te -0.113 -1.880 0.566  0.468
C 0.433 -3.160 2.090  -0.585
C -0.311 -3.414 3.226  -0.216
C 0.212 -4.466 3.992  -0.252
C 1.339 -5.011 3.431  -0.356
S 1.779 -4.244 1.980  0.512
H -1.196 -2.851 3.488  0.242
H -0.222 -4.820 4.916  0.248
H 1.921 -5.840 3.804  0.259
F 2.405 6.002 5.098  -0.253
C 2.531 5.055 4.202  0.334
C 2.734 3.742 4.614  0.257
F 2.808 3.466 5.906  -0.266
C 2.844 2.746 3.667  0.371
F 3.021 1.496 4.059  -0.276
C 2.749 3.035 2.301  -0.399
Se 2.863 1.656 1.021  0.183
C 2.557 4.365 1.913  0.347
F 2.465 4.663 0.629  -0.276
C 2.449 5.370 2.850  0.294
F 2.257 6.626 2.482  -0.274

(4)
DFT (the ωB97M-V functional and the def2-TZVPD basis) results for an isolated molecule of C7H13BO2S.

Highest occupied orbital energy (alpha / beta): -6.883 / -7.057 eV
Net charge: 0
Energy above the lowest of the compared OMol25 structures with the same formula, charge and spin: 247.6 kJ/mol
HOMO-LUMO gap (alpha / beta): 6.735 / 7.173 eV

Each line ends with the natural charge from an NBO analysis.
Atoms and positions in Å:
B 2.024 -0.799 0.068  1.058
C -1.537 -0.555 -0.442  -0.003
C -0.988 0.754 -0.084  -0.228
C -1.110 -1.167 -1.554  -0.354
C 1.868 0.673 -0.222  -0.707
C -2.692 -1.076 0.382  -0.635
C -1.998 1.611 0.550  -0.663
C 3.062 1.540 -0.371  -0.605
O 0.936 -1.579 0.560  -0.914
O 3.266 -1.376 0.288  -0.907
S 0.501 1.593 -0.018  0.676
H -0.335 -0.795 -2.163  0.200
H -1.549 -2.051 -1.771  0.180
H -2.655 -0.828 1.362  0.215
H -2.699 -2.073 0.128  0.222
H -3.562 -0.525 0.137  0.215
H -1.988 2.697 0.492  0.230
H -2.150 1.487 1.560  0.212
H -2.941 1.425 0.199  0.210
H 2.987 2.378 0.446  0.194
H 3.113 1.948 -1.292  0.204
H 3.960 1.033 -0.312  0.232
H 1.100 -2.211 1.222  0.482
H 3.387 -2.104 0.837  0.487

(5)
DFT (the ωB97M-V functional and the def2-TZVPD basis) results for a cluster of 2 separate species, CHCl2NO3 in total.

Highest occupied orbital energy: -9.918 eV
Net charge: 0
Energy above the lowest of the compared OMol25 structures with the same formula, charge and spin: 179.7 kJ/mol
HOMO-LUMO gap: 7.753 eV

Each line ends with the natural charge from an NBO analysis.
Atoms and positions in Å:
C 0.605 0.666 -0.055  -0.043
N -2.257 0.915 -0.075  0.721
O -1.941 -0.024 -0.749  -0.484
O -3.338 1.090 0.368  -0.382
O -1.308 1.772 0.260  -0.494
Cl 1.009 1.024 -1.616  0.228
Cl 1.550 1.288 1.153  0.195
H -0.033 -0.090 0.277  0.257

(6)
DFT (the ωB97M-V functional and the def2-TZVPD basis) results for a structure of composition C4H10NO3.

Highest occupied orbital energy (alpha / beta): -9.446 / -9.647 eV
Net charge: 0
2S+1: 2
Energy above the lowest of the compared OMol25 structures with the same formula, charge and spin: 168.5 kJ/mol
HOMO-LUMO gap (alpha / beta): 9.899 / 8.039 eV

Each line ends with the natural charge from an NBO analysis.
Atoms and positions in Å:
C 0.678 1.910 1.233  0.047
O 0.200 2.934 1.747  -0.455
C -0.546 1.326 -0.107  -0.275
C -0.024 0.281 -1.053  -0.560
C -0.759 -1.033 -0.784  0.683
N -1.286 -1.713 -1.865  -0.826
O -0.823 -1.502 0.324  -0.605
H 1.423 1.913 0.416  0.149
H 0.870 1.021 1.884  0.125
H -1.358 1.161 0.588  0.236
H -0.667 2.294 -0.590  0.209
H -0.132 0.632 -2.072  0.224
H 1.032 0.101 -0.830  0.247
H -1.419 -2.701 -1.737  0.410
H -1.151 -1.321 -2.775  0.388
H 1.774 -2.079 1.256  0.472
H 0.781 -1.245 2.264  0.492
O 1.407 -1.981 2.103  -0.962